i) DFT (the ωB97M-V functional and the def2-TZVPD basis) results for Cl3H3Si2 in the gas phase.

The value obtained for the gap between HOMO and LUMO is 8.9 eV. The value obtained for the lowest unoccupied orbital energy is -0.529 eV. The SMILES is Cl[SiH2][SiH](Cl)Cl. The value obtained for the HOMO energy is -0.3476 Eh.

Last column: natural (NBO) charge in e.
Cartesian coordinates (Å):
Si: -1.461 0.124 0.160  0.695
Si: 1.134 0.095 -0.256  0.857
Cl: 2.927 0.848 -1.347  -0.421
Cl: 1.275 -1.648 -1.064  -0.349
Cl: -1.648 -1.777 0.693  -0.330
H: -1.237 1.245 1.309  -0.143
H: -2.518 0.595 -0.651  -0.157
H: 1.528 0.517 1.155  -0.153

=====

ii) DFT (the ωB97M-V functional and the def2-TZVPD basis) results for 2 unconnected molecules or ions with the total composition Cl3H3Si2.

The value obtained for the gap between HOMO and LUMO is 8.0 eV. The value obtained for the lowest unoccupied orbital energy is -1.116 eV. The value obtained for the HOMO energy is -0.3361 Eh.

Last column: natural (NBO) charge in e.
Cartesian coordinates (Å):
Si: 0.095 -0.039 1.331  1.083
Si: 0.049 -0.116 -2.961  0.771
Cl: 0.275 1.138 3.066  -0.367
Cl: 0.465 -1.533 -1.514  -0.463
Cl: -1.586 0.610 0.471  -0.396
H: 1.032 0.285 0.312  -0.177
H: -0.243 -1.446 1.345  -0.156
H: -0.086 1.100 -2.051  -0.295

=====

Most stable to least stable, the ends of the list are i) and ii).

=====

i) DFT (the ωB97M-V functional and the def2-TZVPD basis) results for 2 unconnected molecules or ions with the total composition H2NOS2.

The value obtained for the gap between HOMO and LUMO (alpha / beta) is 4.2 / 4.2 eV. The value obtained for the lowest unoccupied orbital energy (alpha / beta) is 1.732 / 1.711 eV. The net charge is -1. The value obtained for the HOMO energy (alpha / beta) is -0.0925 / -0.0904 Eh.

Last column: natural (NBO) charge in e.
Cartesian coordinates (Å):
N: -0.380 -1.500 0.581  -0.886
O: 2.362 1.941 -0.167  -1.281
S: -2.312 0.498 -0.555  -0.429
S: -0.834 -0.003 0.616  0.879
H: -0.949 -1.926 -0.113  0.340
H: 2.113 0.991 -0.362  0.377

=====

ii) DFT (the ωB97M-V functional and the def2-TZVPD basis) results for a molecular structure, H2NOS2.

The value obtained for the gap between HOMO and LUMO (alpha / beta) is 7.0 / 7.0 eV. The value obtained for the lowest unoccupied orbital energy (alpha / beta) is 3.032 / 3.032 eV. The net charge is -1. The value obtained for the HOMO energy (alpha / beta) is -0.1470 / -0.1470 Eh.

Last column: natural (NBO) charge in e.
Cartesian coordinates (Å):
N: 0.112 0.997 0.430  -1.197
O: 0.066 -0.839 2.291  -0.981
S: -2.831 -1.115 0.105  -0.694
S: -0.434 -0.431 0.948  1.488
H: -0.289 1.929 0.677  0.365
H: 0.460 -1.211 0.115  0.020

=====

Most stable to least stable, the ends of the list are i) and ii).

=====

i) DFT (the ωB97M-V functional and the def2-TZVPD basis) results for 2 unconnected molecules or ions with the total composition C2H6NO2.

The value obtained for the gap between HOMO and LUMO is 9.5 eV. The value obtained for the lowest unoccupied orbital energy is -4.146 eV. The net charge is +1. The value obtained for the HOMO energy is -0.5012 Eh.

Last column: natural (NBO) charge in e.
Cartesian coordinates (Å):
C: 2.147 -0.242 0.022  0.360
C: -0.735 -0.277 0.549  0.393
N: -1.370 0.941 -0.050  -0.775
O: 1.040 0.251 -0.056  -0.527
O: -1.097 -1.280 -0.212  -0.670
H: 3.038 0.377 -0.110  0.168
H: 2.315 -1.299 0.233  0.151
H: -1.889 0.704 -0.911  0.435
H: -0.616 1.608 -0.261  0.470
H: -1.996 1.357 0.647  0.461
H: -0.835 -2.139 0.149  0.535

=====

ii) DFT (the ωB97M-V functional and the def2-TZVPD basis) results for 2 unconnected molecules or ions with the total composition C2H6NO2.

The value obtained for the gap between HOMO and LUMO is 10.7 eV. The value obtained for the lowest unoccupied orbital energy is -5.186 eV. The net charge is +1. The value obtained for the HOMO energy is -0.5830 Eh.

Last column: natural (NBO) charge in e.
Cartesian coordinates (Å):
C: 0.836 1.070 1.400  0.145
N: 1.381 0.457 0.403  -0.565
H: -0.236 0.927 1.521  0.225
H: 1.325 1.810 2.057  0.244
H: 2.312 0.579 0.224  0.411
H: 0.989 -0.261 -0.268  0.469
O: 0.099 -1.498 -0.955  -0.586
C: -1.046 -1.269 -1.222  0.677
O: -1.463 -0.073 -0.731  -0.723
H: -1.834 -1.961 -1.712  0.182
H: -2.363 0.218 -0.718  0.520

=====

Most stable to least stable, the ends of the list are ii) and i).